# 1
Here is a cluster of 10 separate species, C74H176N10O9 in total at a distorted geometry from the Open Molecules 2025 dataset. Energies are from ωB97M-V/def2-TZVPD.

```
269
Properties=species:S:1:pos:R:3
C -7.84 -34.79 2.68
O -7.59 -36.01 1.97
C -8.50 -36.30 1.04
C -7.83 -37.07 -0.09
N -6.60 -36.36 -0.62
H -5.91 -36.40 0.12
H -6.21 -36.87 -1.40
C -6.79 -34.96 -1.15
C -5.47 -34.31 -1.60
O -4.69 -35.21 -2.43
C -3.59 -34.61 -3.17
H -8.81 -34.70 3.16
H -7.46 -33.85 2.26
H -7.16 -34.75 3.53
H -8.97 -35.46 0.54
H -9.27 -36.93 1.49
H -8.45 -37.17 -0.98
H -7.40 -38.04 0.17
H -7.43 -34.30 -0.55
H -7.39 -35.17 -2.03
H -4.91 -33.99 -0.73
H -5.69 -33.44 -2.22
H -3.18 -35.29 -3.91
H -2.72 -34.48 -2.53
H -3.77 -33.70 -3.74
C 0.34 -26.06 -7.21
C 1.74 -25.88 -6.79
N 1.99 -24.85 -5.66
C 3.54 -24.72 -5.54
C 1.48 -23.47 -6.24
C 1.93 -22.18 -5.48
C 1.25 -25.08 -4.32
C 1.57 -26.42 -3.62
O 0.88 -27.53 -4.29
C 0.46 -28.62 -3.53
H -0.45 -25.90 -6.49
H 0.19 -27.08 -7.58
H -0.03 -25.43 -8.02
H 2.38 -25.51 -7.59
H 2.14 -26.87 -6.55
H 3.97 -24.18 -6.38
H 3.93 -25.71 -5.30
H 3.63 -24.07 -4.67
H 0.41 -23.52 -6.04
H 1.49 -23.37 -7.33
H 1.66 -22.21 -4.42
H 1.60 -21.32 -6.06
H 3.01 -22.03 -5.59
H 0.17 -24.98 -4.49
H 1.56 -24.24 -3.70
H 1.24 -26.39 -2.58
H 2.65 -26.55 -3.67
H 1.22 -28.89 -2.80
H 0.29 -29.53 -4.11
H -0.50 -28.45 -3.02
C 5.59 -36.33 -11.53
C 5.34 -36.29 -10.02
N 4.00 -35.71 -9.54
C 4.04 -34.23 -10.08
C 2.73 -36.34 -10.11
C 2.63 -37.90 -10.03
C 4.02 -35.86 -8.01
C 2.69 -35.64 -7.26
O 1.94 -34.45 -7.58
C 0.86 -34.12 -6.74
H 6.36 -37.04 -11.82
H 5.93 -35.34 -11.82
H 4.70 -36.74 -12.01
H 6.09 -35.70 -9.49
H 5.22 -37.31 -9.67
H 4.95 -33.73 -9.73
H 3.17 -33.70 -9.69
H 4.08 -34.22 -11.17
H 2.66 -36.04 -11.16
H 1.88 -35.92 -9.58
H 3.28 -38.46 -10.71
H 1.61 -38.14 -10.35
H 2.88 -38.30 -9.04
H 4.80 -35.16 -7.71
H 4.27 -36.91 -7.84
H 2.97 -35.50 -6.21
H 2.12 -36.55 -7.40
H 1.18 -33.62 -5.83
H 0.33 -35.05 -6.54
H 0.17 -33.34 -7.07
C -6.19 -28.67 2.01
C -5.71 -29.96 2.76
N -4.29 -30.60 2.38
C -3.19 -29.49 2.25
C -3.91 -31.55 3.56
C -4.84 -32.79 3.55
C -4.43 -31.28 1.05
C -3.17 -31.77 0.41
O -2.40 -32.61 1.25
C -1.88 -33.79 0.66
H -7.21 -28.37 2.23
H -6.28 -28.88 0.94
H -5.62 -27.75 2.17
H -6.31 -30.84 2.54
H -5.58 -29.75 3.82
H -3.46 -28.80 1.45
H -2.24 -30.03 2.14
H -3.03 -28.88 3.13
H -3.83 -30.96 4.47
H -2.88 -31.80 3.31
H -5.90 -32.55 3.67
H -4.61 -33.36 4.45
H -4.60 -33.46 2.74
H -4.81 -30.45 0.47
H -5.11 -32.14 1.11
H -2.56 -30.95 0.01
H -3.44 -32.24 -0.54
H -0.95 -33.69 0.10
H -2.55 -34.32 -0.02
H -1.72 -34.46 1.50
C -3.37 -33.73 -6.65
C -3.02 -33.76 -8.17
N -3.94 -32.82 -9.11
C -4.05 -31.47 -8.52
C -3.17 -32.70 -10.49
C -2.75 -34.02 -11.23
C -5.30 -33.55 -9.32
C -6.46 -32.73 -9.79
O -6.05 -31.99 -10.99
C -6.67 -32.40 -12.18
H -3.13 -32.71 -6.34
H -2.78 -34.43 -6.06
H -4.39 -34.06 -6.44
H -3.04 -34.73 -8.66
H -2.04 -33.30 -8.27
H -4.63 -30.88 -9.23
H -3.04 -31.08 -8.40
H -4.52 -31.50 -7.54
H -2.22 -32.20 -10.30
H -3.69 -32.02 -11.16
H -2.17 -34.64 -10.55
H -2.13 -33.76 -12.09
H -3.48 -34.65 -11.72
H -5.47 -34.21 -8.47
H -5.00 -34.27 -10.07
H -6.66 -31.97 -9.03
H -7.39 -33.29 -9.92
H -7.73 -32.13 -12.09
H -6.73 -33.45 -12.47
H -6.31 -31.73 -12.96
C 0.65 -30.46 -6.94
C 1.69 -30.77 -8.02
C 1.02 -31.00 -9.44
C 1.91 -30.58 -10.65
N 1.40 -29.47 -11.66
C 2.46 -28.99 -12.61
C 3.28 -27.99 -11.82
C 2.34 -27.43 -10.72
C 1.01 -28.18 -10.96
C 0.21 -30.11 -12.45
H 0.05 -31.35 -6.78
H -0.03 -29.71 -7.34
H 0.92 -29.91 -6.03
H 2.41 -31.53 -7.71
H 2.28 -29.86 -8.07
H 0.20 -30.29 -9.34
H 0.54 -31.98 -9.46
H 2.07 -31.43 -11.31
H 2.93 -30.41 -10.31
H 1.94 -28.58 -13.48
H 3.01 -29.88 -12.90
H 3.67 -27.12 -12.35
H 4.18 -28.53 -11.54
H 2.08 -26.38 -10.83
H 2.74 -27.66 -9.73
H 0.33 -27.77 -11.71
H 0.35 -28.41 -10.12
H 0.52 -30.90 -13.12
H -0.31 -29.29 -12.95
H -0.55 -30.36 -11.71
C 2.41 -25.54 0.30
C 2.91 -26.97 0.06
C 2.01 -28.14 0.52
C 2.71 -29.48 0.15
N 1.76 -30.65 0.48
C 1.46 -30.87 1.97
C 1.07 -32.33 2.13
C 1.85 -33.07 1.04
C 2.41 -32.02 0.05
C 0.43 -30.48 -0.35
H 2.12 -25.30 1.33
H 1.51 -25.33 -0.28
H 3.07 -24.72 0.03
H 3.87 -27.07 0.57
H 3.05 -27.19 -1.00
H 1.08 -27.99 -0.03
H 1.91 -28.00 1.59
H 3.62 -29.68 0.71
H 2.86 -29.51 -0.93
H 0.85 -30.09 2.42
H 2.45 -30.86 2.42
H -0.01 -32.48 2.05
H 1.18 -32.57 3.19
H 1.25 -33.81 0.52
H 2.60 -33.73 1.47
H 2.24 -32.18 -1.01
H 3.43 -31.81 0.37
H -0.12 -29.65 0.09
H -0.18 -31.38 -0.30
H 0.80 -30.29 -1.36
C 2.85 -35.49 -2.42
C 4.10 -34.63 -2.56
C 3.94 -33.70 -3.80
C 5.09 -32.72 -3.87
N 4.76 -31.37 -4.63
C 6.01 -30.49 -4.69
C 5.49 -29.03 -4.68
C 4.01 -29.08 -4.16
C 3.72 -30.55 -3.83
C 4.20 -31.73 -5.96
H 1.95 -34.91 -2.24
H 2.94 -36.20 -1.60
H 2.63 -36.18 -3.23
H 5.05 -35.17 -2.60
H 4.20 -33.97 -1.71
H 3.00 -33.14 -3.75
H 3.96 -34.39 -4.64
H 6.01 -33.10 -4.32
H 5.45 -32.36 -2.90
H 6.69 -30.72 -5.52
H 6.58 -30.68 -3.78
H 5.62 -28.55 -5.64
H 6.01 -28.39 -3.96
H 3.33 -28.76 -4.95
H 3.85 -28.53 -3.23
H 2.68 -30.79 -4.08
H 3.87 -30.67 -2.76
H 3.17 -32.07 -5.85
H 4.76 -32.49 -6.51
H 4.24 -30.80 -6.53
C 0.79 -41.19 -4.31
C 0.92 -39.69 -4.46
C 0.35 -38.88 -3.19
C -1.19 -39.02 -2.98
N -1.66 -38.20 -1.79
C -1.59 -38.92 -0.43
C -2.74 -39.94 -0.52
C -3.79 -39.34 -1.42
C -3.23 -38.00 -1.90
C -0.98 -36.80 -1.61
H 1.47 -41.64 -3.59
H 1.01 -41.72 -5.24
H -0.24 -41.43 -4.03
H 0.31 -39.36 -5.30
H 1.94 -39.48 -4.78
H 0.72 -37.88 -3.38
H 0.68 -39.36 -2.27
H -1.54 -40.04 -2.87
H -1.74 -38.53 -3.78
H -1.57 -38.20 0.38
H -0.63 -39.43 -0.41
H -3.15 -40.03 0.49
H -2.37 -40.93 -0.80
H -4.67 -39.15 -0.81
H -4.05 -40.00 -2.25
H -3.46 -37.15 -1.26
H -3.32 -37.73 -2.95
H -1.22 -36.31 -2.56
H 0.07 -36.96 -1.39
H -1.47 -36.22 -0.83
N -0.18 -32.74 -3.46
O -0.31 -33.59 -2.68
O -0.92 -32.78 -4.45
O 0.64 -31.88 -3.22
```

Computed properties:
E_tot, hartree: -4146.0813
Highest occupied orbital energy, eV: -21.9
Frontier orbital gap, eV: 8.971
2S+1: 1
Net charge: +8

Atom charges from the Mulliken analysis, given in e for atoms 1 to 99: number 1, C, carries -0.77; number 2, O, carries -0.33; number 3, C, carries -0.57; number 4, C, carries -0.80; number 5, N, carries -0.24; number 6, H, carries 0.49; number 7, H, carries 0.40; number 8, C, carries -1.05; number 9, C, carries 0.11; number 10, O, carries -0.43; number 11, C, carries -0.61; number 12, H, carries 0.42; number 13, H, carries 0.21; number 14, H, carries 0.32; number 15, H, carries 0.46; number 16, H, carries 0.51; number 17, H, carries 0.38; number 18, H, carries 0.46; number 19, H, carries 0.43; number 20, H, carries 0.36; number 21, H, carries -0.22; number 22, H, carries 0.70; number 23, H, carries 0.16; number 24, H, carries 0.07; number 25, H, carries 0.54; number 26, C, carries -0.99; number 27, C, carries 0.07; number 28, N, carries 0.19; number 29, C, carries -0.95; number 30, C, carries -0.50; number 31, C, carries -1.26; number 32, C, carries -1.27; number 33, C, carries 0.00; number 34, O, carries -0.23; number 35, C, carries 0.18; number 36, H, carries 0.30; number 37, H, carries -0.23; number 38, H, carries 0.44; number 39, H, carries 0.85; number 40, H, carries -0.24; number 41, H, carries 0.38; number 42, H, carries 0.20; number 43, H, carries 0.53; number 44, H, carries 0.39; number 45, H, carries 0.55; number 46, H, carries 0.36; number 47, H, carries 0.42; number 48, H, carries 0.37; number 49, H, carries 0.35; number 50, H, carries 0.55; number 51, H, carries 0.49; number 52, H, carries 0.04; number 53, H, carries -0.20; number 54, H, carries -0.28; number 55, H, carries 0.60; number 56, C, carries -1.24; number 57, C, carries -0.40; number 58, N, carries 0.20; number 59, C, carries -1.20; number 60, C, carries -0.40; number 61, C, carries -1.34; number 62, C, carries -1.01; number 63, C, carries -0.28; number 64, O, carries 0.38; number 65, C, carries 0.51; number 66, H, carries 0.42; number 67, H, carries 0.36; number 68, H, carries 0.31; number 69, H, carries 0.42; number 70, H, carries 0.52; number 71, H, carries 0.49; number 72, H, carries 0.28; number 73, H, carries 0.47; number 74, H, carries 0.67; number 75, H, carries 0.20; number 76, H, carries 0.35; number 77, H, carries 0.40; number 78, H, carries 0.34; number 79, H, carries 0.53; number 80, H, carries 0.48; number 81, H, carries -0.30; number 82, H, carries 0.53; number 83, H, carries -0.38; number 84, H, carries 0.80; number 85, H, carries -1.21; number 86, C, carries -1.29; number 87, C, carries -0.03; number 88, N, carries 0.19; number 89, C, carries -1.04; number 90, C, carries 0.02; number 91, C, carries -1.31; number 92, C, carries -1.30; number 93, C, carries -0.11; number 94, O, carries -0.01; number 95, C, carries -0.36; number 96, H, carries 0.42; number 97, H, carries 0.36; number 98, H, carries 0.36; number 99, H, carries 0.28

---

# 2
Here is a structure of composition HO5S2 at a distorted geometry from the Open Molecules 2025 dataset. Energies are from ωB97M-V/def2-TZVPD.

```
8
Properties=species:S:1:pos:R:3
O 0.42 1.96 -0.83
O -1.37 2.02 -2.64
O -3.17 0.25 -2.21
O -0.12 -0.55 -0.13
O -1.40 -0.49 0.49
S -0.31 1.01 -1.66
S -2.41 1.28 -1.52
H 0.44 -0.08 0.51
```

Computed properties:
E_tot, hartree: -1173.0455
Highest occupied orbital energy (spin up / spin down), eV: -3.3 / -3.3
Frontier orbital gap (spin up / spin down), eV: 6.933 / 6.934
2S+1: 1
Net charge: -1
Relative energy (zero: lowest compared OMol25 entry of this formula, charge and spin), kJ/mol: 540.25

Partial atomic charges computed with the Mulliken method, in multiples of e: number 1, O, carries -0.57; number 2, O, carries -0.38; number 3, O, carries -0.50; number 4, O, carries -0.36; number 5, O, carries -0.69; number 6, S, carries 0.62; number 7, S, carries 0.55; number 8, H, carries 0.35